Computed, not measured: C3H6N2 in the gas phase at a distorted geometry, with the ωB97M-V functional and the def2-TZVPD basis.

Positions of all 11 atoms, in Å:
C (1.277, -0.567, -0.270)
N (0.538, 0.272, 0.646)
C (-0.637, 0.818, 0.047)
C (-1.677, -0.177, -0.365)
N (-2.670, -0.696, -0.072)
H (0.675, -1.402, -0.668)
H (2.167, -0.958, 0.227)
H (1.592, 0.055, -1.114)
H (0.320, -0.203, 1.516)
H (-1.204, 1.348, 0.811)
H (-0.379, 1.510, -0.759)

Values from the calculation:
Energy relative to the best compared isomer or geometry (same formula, charge and spin) ... 1.188 eV
Energy ... -6187.3571 eV
Multiplicity ... 1
Highest occupied orbital energy ... -0.35859 Ha
Charge ... 0
Kohn-Sham gap ... 0.388 hartree
SMILES ... CNCC#N
F_max ... 1.74 eV Å⁻¹

Mulliken atomic charge list, values in e, 8 entries:
1. C -0.83
2. N -0.36
3. C -0.43
4. C 0.33
5. N -0.47
6. H 0.31
7. H 0.31
8. H 0.28

Computed, not measured: a molecular structure, C43H56N7O3S2ScSi, with the ωB97M-V functional and the def2-TZVPD basis.

Positions of all 113 atoms, in Å:
Sc (0.096, -0.333, -0.154)
C (-1.409, 1.431, 2.320)
C (-2.677, 0.589, 2.219)
C (-2.487, -0.887, 2.390)
C (-3.054, -1.541, 3.475)
C (-2.990, -2.921, 3.551)
C (-2.386, -3.606, 2.511)
C (-1.821, -2.881, 1.487)
N (-1.824, -1.540, 1.416)
N (-0.817, 1.749, 0.996)
C (-1.756, 2.537, 0.184)
C (-1.615, 2.274, -1.287)
C (-2.192, 3.140, -2.197)
C (-2.126, 2.844, -3.545)
C (-1.443, 1.707, -3.949)
C (-0.855, 0.917, -2.992)
N (-0.961, 1.172, -1.666)
C (0.377, 2.588, 1.208)
C (1.547, 1.814, 1.712)
C (2.421, 2.333, 2.636)
C (3.575, 1.620, 2.938)
C (3.824, 0.437, 2.272)
C (2.897, -0.018, 1.359)
N (1.750, 0.633, 1.110)
H (-0.650, 0.912, 2.902)
H (-1.627, 2.364, 2.843)
H (-3.137, 0.717, 1.242)
H (-3.403, 0.944, 2.943)
H (-3.563, -0.962, 4.240)
H (-3.430, -3.452, 4.390)
H (-2.339, -4.689, 2.492)
H (-1.358, -3.409, 0.669)
H (-1.624, 3.597, 0.384)
H (-2.776, 2.310, 0.467)
H (-2.692, 4.035, -1.841)
H (-2.581, 3.504, -4.274)
H (-1.335, 1.453, -4.997)
H (-0.234, 0.075, -3.269)
H (0.142, 3.410, 1.882)
H (0.659, 3.020, 0.249)
H (2.212, 3.289, 3.102)
H (4.280, 2.003, 3.671)
H (4.733, -0.129, 2.439)
H (3.073, -0.908, 0.776)
N (1.678, -4.423, 0.136)
C (2.622, -4.615, 1.191)
C (3.534, -5.650, 1.121)
C (4.444, -5.841, 2.157)
C (4.439, -4.988, 3.251)
C (3.527, -3.940, 3.309)
C (2.617, -3.767, 2.283)
S (1.403, -2.497, 2.405)
N (0.934, -2.314, 0.768)
C (1.007, -3.285, -0.072)
C (0.159, -3.192, -1.307)
C (0.115, -4.165, -2.272)
C (-0.843, -4.085, -3.279)
C (-1.748, -3.047, -3.264)
C (-1.620, -2.091, -2.275)
N (-0.679, -2.144, -1.335)
H (1.692, -5.108, -0.592)
H (3.543, -6.312, 0.255)
H (5.156, -6.657, 2.101)
H (5.144, -5.133, 4.062)
H (3.517, -3.268, 4.163)
H (0.821, -4.986, -2.289)
H (-0.883, -4.845, -4.051)
H (-2.531, -2.962, -4.007)
H (-2.285, -1.240, -2.241)
C (6.007, 2.331, -3.067)
C (4.755, 2.598, -2.237)
C (4.400, 4.071, -2.286)
C (4.956, 2.154, -0.802)
O (3.584, 1.906, -2.757)
Si (3.178, 0.413, -3.254)
S (1.864, -0.595, -1.890)
O (4.509, -0.511, -3.339)
C (4.907, -1.754, -3.982)
C (5.299, -1.442, -5.418)
C (3.781, -2.784, -3.956)
C (6.098, -2.253, -3.189)
O (2.334, 0.498, -4.647)
C (2.186, 1.513, -5.682)
C (1.419, 2.710, -5.129)
C (3.550, 1.950, -6.195)
C (1.398, 0.835, -6.786)
H (6.850, 2.876, -2.633)
H (5.876, 2.683, -4.095)
H (6.251, 1.268, -3.087)
H (5.199, 4.674, -1.841)
H (3.471, 4.255, -1.736)
H (4.261, 4.393, -3.322)
H (5.786, 2.697, -0.338)
H (5.172, 1.076, -0.763)
H (4.044, 2.355, -0.236)
H (4.440, -1.035, -5.960)
H (5.632, -2.350, -5.931)
H (6.111, -0.710, -5.441)
H (2.916, -2.434, -4.535)
H (3.455, -2.961, -2.927)
H (4.136, -3.723, -4.391)
H (6.926, -1.541, -3.253)
H (6.440, -3.218, -3.577)
H (5.822, -2.372, -2.136)
H (1.959, 3.161, -4.292)
H (0.429, 2.399, -4.780)
H (1.289, 3.466, -5.911)
H (4.132, 2.419, -5.393)
H (3.432, 2.679, -7.002)
H (4.112, 1.096, -6.586)
H (0.453, 0.448, -6.392)
H (1.966, -0.004, -7.203)
H (1.180, 1.543, -7.593)

Values from the calculation:
Energy ... -112319.9710 eV
Multiplicity ... 1
Highest occupied orbital energy ... -0.46024 Ha
Charge ... +2
Kohn-Sham gap ... 0.256 hartree
F_max ... 0.78 eV Å⁻¹

Mulliken atomic charge list, values in e, 8 entries:
1. Sc -1.31
2. C -0.86
3. C -0.95
4. C 0.34
5. C -0.90
6. C -0.63
7. C -1.20
8. C -0.04